Density functional theory data (the ωB97M-V functional and the def2-TZVPD basis) for a 7-piece molecular cluster, C27H37F18NO15S overall at a distorted geometry.

Last column: Löwdin charge in e.
Element x y z (Å)
C1 1.924 3.727 -1.931  -0.560
F1 7.683 0.153 -1.315  0.174
F2 1.692 3.214 -3.134  0.163
F3 7.030 -0.164 4.929  0.171
O1 1.601 1.498 -1.098  0.164
H1 -1.613 2.292 -4.516  0.119
F4 5.531 -0.437 3.409  0.162
F5 3.041 4.449 -1.987  0.178
H2 2.644 2.757 2.235  0.122
C2 -2.709 3.466 -3.120  -0.160
H3 1.600 1.607 1.414  0.130
C3 3.910 -1.765 -4.374  -0.055
C4 5.348 3.172 6.423  -0.189
C5 5.163 -0.924 -4.475  -0.192
H4 -2.683 3.697 -2.065  0.126
H5 4.101 -2.691 -3.833  0.079
O2 -10.774 2.161 -3.918  0.168
H6 4.831 -4.430 5.377  0.079
O3 4.744 -4.812 2.655  0.040
O4 2.761 -4.435 3.655  0.169
H7 6.235 -3.457 2.837  0.126
H8 -3.743 -1.062 1.690  0.126
H9 4.968 -0.009 -5.029  0.125
C6 -11.084 1.011 -3.926  -0.412
F6 -9.666 -0.793 -3.369  0.159
C7 -3.431 -1.639 0.821  -0.184
F7 -9.134 0.378 -5.099  0.148
H10 4.690 3.732 5.761  0.125
F8 7.004 1.124 3.195  0.176
H11 5.267 1.990 8.218  0.085
C8 -0.582 -3.392 2.394  -0.560
O5 2.504 3.071 0.237  0.048
F9 -10.811 -0.977 -5.194  0.174
C9 5.716 -4.168 4.800  -0.051
F10 -0.240 -4.072 1.299  0.169
O6 -6.137 3.002 -3.110  -0.417
C10 -1.637 2.455 -3.448  -0.228
H12 -14.422 1.357 -4.741  0.084
C11 -2.888 -0.751 -0.274  -0.068
C12 -10.156 -0.116 -4.416  -0.567
H13 -12.689 2.137 -2.334  0.126
H14 6.125 3.846 6.774  0.126
H15 3.129 -1.221 -3.842  0.082
C13 2.547 2.140 1.346  -0.170
O7 -3.985 2.980 -3.528  0.038
C14 6.700 -0.732 -1.128  -0.553
C15 2.958 -6.172 1.996  -0.562
C16 -4.886 2.797 -2.560  -0.650
F11 0.519 -2.949 2.976  0.173
C17 4.593 2.570 7.587  -0.057
O8 -12.221 0.485 -3.504  0.034
C18 6.233 0.475 4.071  -0.553
H16 6.238 -3.362 5.314  0.077
C19 -13.188 1.417 -2.980  -0.193
H17 -2.037 -0.173 0.086  0.072
C20 5.346 -3.733 3.398  -0.197
O9 4.155 1.614 4.578  0.168
H18 -0.682 2.845 -3.128  0.084
O10 -1.389 -1.124 2.509  0.168
C21 3.462 -5.029 2.895  -0.403
N1 -1.906 1.200 -2.746  0.036
H19 -14.733 2.736 -3.672  0.083
H20 3.602 0.555 0.344  0.066
F12 1.777 -6.600 2.412  0.180
C22 -13.956 2.098 -4.091  -0.059
O11 5.607 -0.487 -3.175  0.034
F13 7.127 -1.655 -0.280  0.179
C23 3.710 1.185 1.221  -0.063
H21 -1.643 0.405 -3.300  0.069
F14 5.665 -0.096 -0.575  0.158
H22 4.648 1.732 1.122  0.088
H23 3.802 1.905 7.242  0.079
O12 -4.686 2.531 -1.393  0.103
H24 -4.288 -2.208 0.469  0.125
H25 3.763 0.550 2.101  0.067
H26 3.547 -2.016 -5.369  0.083
H27 6.365 -5.043 4.767  0.084
F15 -1.201 -4.229 3.232  0.173
C24 5.319 1.477 4.803  -0.402
H28 -6.618 0.838 -3.832  -0.108
H29 -2.497 4.379 -3.663  0.127
O13 6.045 2.158 5.668  0.039
H30 -13.298 2.714 -4.703  0.078
C25 2.002 2.603 -0.884  -0.414
F16 2.833 -5.735 0.740  0.171
H31 -13.853 0.817 -2.364  0.125
C26 -1.518 -2.218 2.050  -0.410
O14 -2.458 -2.630 1.220  0.036
F17 3.808 -7.200 2.000  0.171
H32 5.969 -1.456 -4.977  0.125
S1 -7.174 1.691 -2.955  0.877
H33 -3.650 -0.056 -0.623  0.074
H34 -1.402 1.182 -1.875  0.057
H35 4.142 3.358 8.187  0.084
H36 -2.548 -1.351 -1.119  0.083
H37 4.676 -2.876 3.407  0.113
C27 6.297 -1.366 -2.471  -0.408
O15 6.604 -2.472 -2.792  0.178
F18 0.914 4.553 -1.629  0.164

Properties
Energy ... -120553.205 eV
2S+1 ... 1
Lowest unoccupied orbital energy ... 0.48 eV
Net charge ... 0
Strongest force on any atom ... 0.0354 hartree/bohr
SMILES ... CCOC(=O)C(F)(F)F.CCOC(=O)C(F)(F)F.CCOC(=O)C(F)(F)F.CCOC(=O)C(F)(F)F.CCOC(=O)C(F)(F)F.CCOC(=O)C(F)(F)F.NCCOC(=O)OS